{
  "formula": "C27H51Cl13NO5S",
  "method": "wB97M-V/def2-TZVPD",
  "species": ["Cl", "Cl", "Cl", "Cl", "Cl", "Cl", "Cl", "Cl", "Cl", "Cl", "Cl", "Cl", "Cl", "S", "O", "O", "O", "O", "O", "N", "C", "C", "C", "C", "C", "C", "C", "C", "C", "C", "C", "C", "C", "C", "C", "C", "C", "C", "C", "C", "C", "C", "C", "C", "C", "C", "C", "H", "H", "H", "H", "H", "H", "H", "H", "H", "H", "H", "H", "H", "H", "H", "H", "H", "H", "H", "H", "H", "H", "H", "H", "H", "H", "H", "H", "H", "H", "H", "H", "H", "H", "H", "H", "H", "H", "H", "H", "H", "H", "H", "H", "H", "H", "H", "H", "H", "H", "H"],
  "coordinates": [[2.7744, 6.2550, 0.0088], [3.0239, -10.9878, 5.3899], [5.4666, 5.1203, 0.2923], [3.7850, -10.5030, 2.6019], [-0.5426, -0.4877, 5.1841], [-2.0378, -3.3241, -1.9173], [5.8832, -2.7413, -0.0177], [-0.7370, -2.4350, -4.3932], [-4.3163, -3.9280, 0.3370], [-5.8239, -5.9338, -1.1666], [2.0423, -6.9062, 3.0962], [1.4206, -4.6763, 4.8962], [-2.0961, -2.1804, 3.3712], [5.2478, -0.9786, 0.8338], [-5.0557, -0.5477, -3.5735], [6.4067, -0.2884, 1.2806], [-5.8883, 0.9815, -2.1507], [4.2431, -1.2917, 1.7870], [1.4248, -0.5064, 0.8397], [0.4141, 0.2436, 0.6288], [-4.5103, 2.9400, -2.4484], [4.1459, 1.2576, -0.2289], [-1.0210, 1.8167, 1.9470], [2.6284, 3.0580, -1.2631], [-3.5606, 3.9423, -1.7731], [0.3546, -1.0213, -1.4344], [0.6034, 1.4573, -1.5982], [1.1665, 2.6986, -0.8709], [1.1852, 1.2127, 2.7027], [-5.0533, 1.9278, -1.4676], [0.3499, 3.9219, -1.3904], [-4.5323, -5.6485, 0.0058], [4.5052, 6.5977, 0.1433], [1.8766, -5.1505, 3.2520], [3.6440, 1.9578, -1.5104], [-1.1362, 3.9396, -1.0257], [-0.0286, 0.3103, -0.7685], [-2.0177, -3.4336, -3.6838], [3.8315, -9.8921, 4.2615], [-5.2736, -0.2061, -2.4191], [4.5498, -0.1538, -0.5609], [-2.0896, 3.7608, -2.2005], [0.3855, 1.4921, 1.4138], [-1.5645, 0.3593, -0.8733], [-0.8537, -2.1433, 4.6333], [-4.9039, -1.1077, -1.2761], [1.0134, 2.7209, 0.6869], [1.3250, 1.0077, -2.2673], [4.6686, 7.2055, 1.0243], [-1.2033, -2.7226, 5.4786], [2.8185, -4.6872, 3.0122], [2.2568, 1.2844, 2.5815], [-3.9349, -1.5255, -1.4934], [4.8206, 7.1271, -0.7470], [-0.1845, 1.8017, -2.2541], [-3.6051, -6.0375, -0.3985], [0.5003, 4.0193, -2.4629], [3.3566, 1.2938, 0.5091], [-1.9462, 1.3659, -0.9730], [-3.8735, 4.9563, -1.9809], [-4.7840, -6.1510, 0.9312], [-0.9796, 2.7994, 2.3983], [3.3302, -8.9330, 4.2907], [-1.2550, 1.1132, 2.7368], [1.4155, -1.1107, -1.6205], [-1.3619, 4.9329, -0.6403], [0.8302, 4.7855, -0.9430], [-1.9074, -0.2245, -1.7169], [1.9973, 2.8654, 1.1122], [-4.2574, 1.4271, -0.9241], [-3.5976, 3.7388, -0.7052], [0.8448, 0.2766, 3.1405], [4.8667, -9.7882, 4.5614], [-4.8651, -0.6089, -0.3145], [0.4530, 3.5931, 0.9975], [-2.0160, 2.7491, -2.5905], [3.0805, 3.7391, -0.5557], [4.9934, 1.8175, 0.1443], [-1.8471, -4.4650, -3.9659], [5.3360, -0.1245, -1.3107], [-2.9746, -3.0886, -4.0592], [-5.6921, 2.4360, -0.7525], [3.7326, -0.7195, -0.9891], [3.3639, 1.2314, -2.2659], [-4.0262, 2.4145, -3.2661], [-1.9881, -0.1051, 0.0139], [-1.7908, 1.7876, 1.1871], [0.8986, 1.9921, 3.4060], [-1.3974, 3.2497, -0.2331], [4.5305, 2.4509, -1.9056], [-5.6068, -1.9278, -1.2178], [2.5586, 3.6250, -2.1899], [0.0563, -2.5749, 4.2374], [-0.0545, -1.8465, -0.8745], [-0.1453, -1.0214, -2.3957], [1.1080, -4.8138, 2.5670], [-1.8236, 4.4219, -3.0185], [-5.3539, 3.4692, -2.8788]],
  "forces_ev_per_a": [[0.1, 0.3, 0.1], [0.0, 0.0, 0.0], [0.0, 0.0, 0.0], [0.0, 0.1, 0.0], [-0.1, -0.2, 0.2], [0.0, -0.3, -0.2], [-0.1, 0.1, 0.0], [-0.1, -0.2, -0.2], [-0.1, -0.1, 0.3], [0.0, 0.0, 0.0], [0.0, 0.1, -0.1], [0.1, -0.1, 0.0], [0.0, -0.1, 0.0], [-0.3, 0.0, 0.4], [-0.5, 0.6, 1.6], [0.6, 0.2, -0.2], [0.3, -0.4, 0.0], [-0.4, -0.4, 0.1], [0.1, -0.3, 0.1], [0.6, 0.9, -0.5], [-0.1, 0.4, -0.1], [-0.7, 0.4, -0.3], [0.2, -0.3, -0.4], [-0.2, -0.7, -0.7], [0.5, -0.7, -0.4], [-0.3, 0.7, -0.2], [0.0, -0.1, 0.5], [-0.4, 0.9, 0.1], [-0.5, 0.5, -0.1], [-0.4, 0.3, 0.0], [0.3, -0.3, 0.6], [0.1, -0.1, 0.0], [0.0, 0.1, 0.0], [-0.1, 0.0, 0.0], [0.8, 0.1, 0.5], [0.0, 0.9, -0.7], [-0.3, -1.0, -1.0], [0.0, 0.1, -0.1], [0.0, 0.0, 0.0], [0.4, -0.6, -2.0], [0.4, 0.1, -0.6], [-0.4, -0.6, 0.3], [0.2, 0.3, 1.3], [0.1, 0.0, 0.8], [-0.1, 0.1, 0.0], [0.1, 0.5, 0.1], [0.2, -1.0, -0.4], [0.4, 0.0, 0.0], [0.0, -0.1, 0.1], [-0.1, 0.0, 0.0], [0.2, 0.1, 0.0], [0.2, -0.4, -0.1], [0.2, -0.2, 0.0], [0.0, -0.1, -0.1], [-0.2, 0.0, -0.2], [0.0, 0.0, -0.1], [-0.1, -0.1, -0.2], [-0.1, -0.3, 0.3], [-0.1, 0.2, 0.1], [-0.2, 0.3, 0.3], [-0.1, 0.0, 0.0], [-0.1, 0.3, 0.0], [0.0, 0.0, 0.0], [-0.3, -0.2, 0.0], [0.3, -0.2, 0.3], [0.0, 0.1, 0.3], [0.0, 0.3, 0.0], [0.0, 0.0, -0.4], [0.3, 0.0, 0.1], [0.2, -0.2, 0.1], [-0.1, 0.4, 0.3], [0.5, 0.0, -0.1], [0.0, -0.1, 0.0], [-0.1, 0.1, 0.1], [-0.2, 0.2, -0.1], [0.2, -0.2, -0.2], [-0.2, 0.1, 0.3], [0.2, 0.1, 0.3], [0.1, 0.0, 0.1], [0.3, -0.1, -0.1], [0.0, 0.1, 0.0], [-0.1, 0.0, 0.3], [-0.3, -0.4, 0.3], [-0.4, -0.1, -0.1], [0.1, -0.1, -0.2], [-0.2, 0.0, 0.1], [-0.2, 0.1, 0.0], [0.1, 0.2, 0.2], [0.1, -0.2, 0.1], [0.1, 0.1, -0.4], [-0.3, -0.1, -0.1], [0.1, 0.1, -0.2], [0.0, 0.2, 0.0], [0.2, -0.3, 0.2], [0.1, 0.0, -0.1], [-0.1, -0.1, 0.0], [0.0, 0.2, -0.1], [-0.2, 0.0, -0.1]],
  "charge": 0,
  "lumo_energy_ev": [0.24, 0.24],
  "multiplicity": 2,
  "s2": 0.754,
  "total_energy_ha": -7870.899903,
  "e_homo_ha": [-0.3000, -0.3477],
  "homo_lumo_gap_ev": [8.41, 9.71]
}